No. 1
Here is a structure of composition H26KrO13 at a distorted geometry from the OMol25 dataset. Energies are from wB97M-V/def2-TZVPD.

```
40
Properties=species:S:1:pos:R:3:forces:R:3:lowdin_charge:R:1
Kr -0.177860 0.005376 -0.201280 -0.012 -0.026 0.036 0.290
O -0.132241 -4.022683 -0.037873 0.124 -0.384 -0.211 -0.049
H -0.999914 -3.933896 0.356456 -0.196 0.025 0.250 0.056
H -0.110287 -3.354201 -0.722628 -0.106 0.322 -0.589 -0.003
O -3.405409 -0.372569 2.433840 -0.079 -0.338 -0.069 -0.053
H -3.475399 -0.067306 3.338364 -0.043 -0.017 0.271 0.035
H -3.197357 0.414483 1.930359 0.107 0.293 -0.201 -0.026
O 3.234094 -1.027367 1.747847 0.034 -0.526 0.829 -0.073
H 3.398716 -1.308632 0.847836 0.138 0.055 -0.409 -0.022
H 2.871326 -0.145820 1.661225 -0.230 0.675 0.245 -0.013
O 1.692519 3.079155 -0.202584 -0.288 0.352 0.175 -0.065
H 1.953466 2.257163 -0.617863 0.073 -0.468 -0.376 -0.014
H 2.503682 3.583129 -0.137274 0.234 0.246 -0.026 0.054
O 2.357839 0.949698 -2.364261 -0.048 0.032 0.262 -0.054
H 3.129996 1.251202 -2.842908 0.368 0.086 -0.111 0.070
H 1.656765 0.948640 -3.015971 -0.290 -0.054 -0.119 0.056
O -3.332296 1.219182 -1.729742 0.161 -0.131 -0.043 -0.050
H -3.940676 0.785307 -1.131524 -0.180 -0.198 0.250 0.053
H -3.514928 2.152653 -1.622442 -0.032 0.236 -0.133 0.047
O -2.050766 -0.386639 -3.813466 -0.061 -0.262 -0.222 -0.045
H -1.252018 0.140830 -3.818418 0.156 0.196 -0.100 0.044
H -2.533337 -0.084160 -3.044147 -0.441 0.639 0.260 0.000
O -2.636782 2.306340 1.531167 -0.325 -0.015 -0.207 -0.043
H -2.223032 2.822503 0.839340 0.296 0.059 -0.356 0.070
H -3.118827 2.947583 2.053336 -0.246 0.219 0.281 0.081
O 2.067129 1.589066 2.190516 0.874 -0.342 0.023 -0.070
H 1.215156 1.460199 2.607356 -0.546 0.093 0.220 -0.012
H 1.917198 2.281735 1.547115 -0.188 0.243 -0.296 -0.013
O 3.467995 -1.207353 -0.876368 0.377 -0.367 -0.312 -0.041
H 2.916814 -0.611872 -1.384134 -0.322 0.452 -0.220 -0.008
H 3.357380 -2.057880 -1.301349 0.026 -0.321 -0.088 0.064
O 1.120554 -2.953815 2.118217 -0.262 -0.068 0.487 -0.086
H 0.959418 -3.247587 1.221583 -0.279 -0.366 -0.228 -0.038
H 1.805535 -2.290535 2.034000 0.635 0.560 0.219 -0.030
O -0.567326 1.576135 3.108159 0.458 -0.069 0.605 -0.058
H -1.308105 1.795186 2.542937 -0.274 0.121 -0.355 -0.032
H -0.678183 0.644700 3.298903 -0.017 -0.418 0.131 0.053
O -0.619205 -2.378070 -2.726205 0.761 -0.610 0.675 -0.085
H -1.111428 -3.110196 -3.097619 -0.076 -0.191 -0.166 0.047
H -1.240206 -1.649685 -2.720501 -0.280 0.266 -0.381 -0.037
```
Forces are in eV/Å.

Calculated values
LUMO level in eV: -0.6
Energy above the lowest of the compared OMol25 structures with the same formula, charge and spin in eV: 0.678
Charge: 0
E_tot in eV: -101970.08410
Orbital gap in Ha: 0.325


No. 2
Here is a structure of composition C2H4INOS at a distorted geometry from the OMol25 dataset. Energies are from wB97M-V/def2-TZVPD.

```
10
Properties=species:S:1:pos:R:3:forces:R:3:lowdin_charge:R:1
C 1.390835 -0.564561 -0.767883 -1.593 0.109 1.178 -0.828
C -1.264817 -0.028856 1.059221 2.556 1.602 -1.741 -0.033
N 0.365676 0.334060 -0.587429 0.792 -0.647 -0.157 -0.640
O -0.867948 -0.228922 -0.309519 0.266 0.100 -0.684 -0.235
S 2.780515 -0.178055 -1.454665 0.992 -0.443 -0.291 0.575
I 0.560618 2.103522 -1.651972 -0.778 -0.039 0.305 0.843
H 1.095507 -1.504302 -0.249204 0.478 0.403 -0.619 0.097
H -2.264836 -0.144202 0.994903 -3.403 -0.096 0.237 0.057
H -0.944361 0.978534 1.298094 -0.240 0.096 0.614 0.093
H -0.851190 -0.767217 1.668453 0.930 -1.083 1.157 0.072
```
Forces are in eV/Å.

Calculated values
LUMO level in eV: -0.6
Energy above the lowest of the compared OMol25 structures with the same formula, charge and spin in eV: 2.970
Charge: 0
E_tot in eV: -24608.98062
Orbital gap in Ha: 0.289


No. 3
Here is a structure of composition C22H40N4O8RuSSi at a distorted geometry from the OMol25 dataset. Energies are from wB97M-V/def2-TZVPD.

```
77
Properties=species:S:1:pos:R:3:forces:R:3:lowdin_charge:R:1
Ru 1.149482 0.530084 0.839403 0.466 -0.380 -0.543 1.267
O 1.256929 -2.117281 0.189194 -0.095 -0.281 0.173 -0.111
C 2.299148 -2.849094 0.822662 -0.028 0.081 0.023 -0.208
C 3.506552 -1.966294 1.098712 -0.054 0.029 0.132 -0.167
N 3.179189 -0.720370 1.797157 -0.079 -0.464 -0.025 -0.211
C 4.291413 0.215538 1.777157 -0.065 0.066 -0.067 -0.122
C 3.767435 1.619356 2.066570 -0.061 0.255 -0.101 -0.644
O 4.471711 2.411424 2.667922 -0.049 -0.002 -0.042 0.044
O 2.595155 1.863472 1.578362 0.161 -0.084 0.058 -0.178
C 2.780184 -0.951364 3.192648 0.050 0.058 -0.053 -0.087
C 1.327983 -1.371453 3.334669 -0.343 0.156 -0.151 -0.642
O 1.016004 -2.270352 4.099109 -0.014 -0.004 0.037 0.039
O 0.503010 -0.700019 2.592669 0.321 0.257 0.462 -0.182
H 0.603795 -1.895202 0.873357 -0.059 -0.040 -0.074 0.045
H 2.608616 -3.643489 0.140632 0.014 -0.050 0.031 0.122
H 1.939206 -3.316418 1.741174 -0.014 0.006 0.013 0.121
H 3.973982 -1.700432 0.146736 0.029 -0.004 -0.006 0.113
H 4.234578 -2.556075 1.675577 0.095 0.010 -0.071 0.132
H 4.746486 0.234740 0.782057 -0.005 -0.028 -0.008 0.124
H 5.074855 -0.038480 2.497455 0.008 -0.022 0.003 0.133
H 2.859755 0.000612 3.722574 0.080 -0.009 0.032 0.140
H 3.430940 -1.682433 3.683161 0.023 -0.003 -0.002 0.134
C -0.766863 4.956570 0.987362 0.031 0.127 -0.048 -0.199
Si -0.967821 3.091333 0.969093 0.029 0.171 -0.123 0.439
C -1.041824 2.515787 2.764973 0.057 -0.132 0.024 -0.176
C -2.620918 2.760347 0.132775 -0.076 -0.065 -0.035 -0.181
C 0.426747 2.310821 0.004140 -0.211 -0.617 0.782 -0.319
H -1.564002 5.438920 1.560776 0.027 -0.010 0.002 0.026
H -0.803280 5.352632 -0.031704 0.015 0.004 0.032 0.026
H 0.192528 5.246509 1.423816 -0.031 -0.013 0.015 0.030
H -2.049958 2.197926 3.047267 -0.002 0.054 0.011 0.021
H -0.746476 3.322937 3.438718 -0.024 0.016 -0.022 0.031
H -0.366686 1.680881 2.963092 0.001 -0.026 0.039 -0.002
H -3.453150 2.997319 0.802887 0.012 0.026 -0.031 0.031
H -2.729461 1.721712 -0.183158 -0.029 0.001 0.001 0.003
H -2.724167 3.381261 -0.761164 0.014 -0.009 0.019 0.032
H 1.345824 2.897750 0.028234 -0.186 0.305 -0.195 0.010
H 0.159248 1.988579 -1.000859 -0.155 0.390 -0.091 -0.003
C -3.952538 -3.204925 -0.330508 0.000 0.038 -0.025 -0.067
C -3.910422 -1.707458 -0.623829 0.089 -0.076 0.057 -0.201
N -2.981123 -0.974690 0.232397 -0.129 0.098 -0.027 -0.076
C -3.441962 -0.592753 1.564077 0.096 -0.175 0.085 -0.196
C -3.021639 -1.554511 2.675309 0.009 0.015 -0.023 -0.050
C -1.715102 -0.701326 -0.159373 0.021 0.117 0.109 -0.383
C -1.299344 -1.040385 -1.548872 -0.028 0.012 0.001 0.021
N -0.855274 -0.142334 0.637931 0.071 0.132 -0.641 0.008
H -4.507707 -3.723926 -1.113423 -0.023 0.007 0.032 0.076
H -4.433945 -3.412257 0.625437 0.032 -0.017 0.003 0.062
H -2.941434 -3.614561 -0.303154 -0.017 -0.009 -0.005 0.078
H -4.899759 -1.269481 -0.483136 -0.012 0.025 -0.045 0.118
H -3.634433 -1.548059 -1.661545 -0.030 0.039 -0.016 0.105
H -4.529015 -0.518580 1.517480 -0.002 0.012 -0.015 0.121
H -3.069672 0.409422 1.784830 -0.070 0.067 -0.023 0.090
H -3.478551 -2.535113 2.542207 0.010 0.004 -0.007 0.063
H -3.341167 -1.158780 3.641097 0.012 -0.015 -0.004 0.081
H -1.937808 -1.680219 2.711183 -0.019 0.019 0.029 0.063
H -1.902919 -0.521346 -2.295314 -0.005 -0.007 0.013 0.111
H -1.366450 -2.113099 -1.736757 -0.013 0.023 -0.023 0.106
H -0.270929 -0.738711 -1.669306 0.007 -0.005 -0.013 0.041
H -1.192631 0.029961 1.575855 -0.094 -0.219 0.043 0.030
N 2.285437 0.649847 -1.035393 -0.550 0.148 0.827 0.025
C 1.770979 0.406325 -2.353949 0.159 -0.056 -0.071 -0.311
C 1.363901 1.455730 -3.158648 -0.102 0.058 -0.004 -0.038
C 0.780459 1.189610 -4.394878 -0.006 -0.030 0.053 -0.038
C 0.618708 -0.116741 -4.822497 0.067 -0.073 0.094 -0.256
C 1.086421 -1.163924 -4.031838 -0.001 0.103 -0.086 -0.053
C 1.662673 -0.905549 -2.803709 0.247 -0.054 -0.046 -0.064
S -0.198825 -0.511640 -6.370630 -0.086 -0.011 -0.049 0.390
O -0.731086 0.759749 -6.831913 0.008 0.014 -0.001 -0.370
O 0.861338 -1.067607 -7.194444 0.020 -0.012 -0.012 -0.361
O -1.207324 -1.482179 -5.963929 -0.004 0.020 0.009 -0.373
H 2.627564 1.595540 -0.907249 0.309 -0.022 -0.211 0.093
H 2.993654 -0.026347 -0.781447 0.202 0.075 -0.187 0.077
H 1.475020 2.476709 -2.811190 0.021 -0.011 -0.041 0.110
H 0.434009 1.991602 -5.033490 -0.024 -0.019 0.007 0.110
H 0.962432 -2.178947 -4.388037 0.022 0.009 0.018 0.122
H 1.992287 -1.716768 -2.164524 -0.040 0.011 -0.007 0.105
```
Forces are in eV/Å.

Calculated values
Spin multiplicity: 2
LUMO level (spin up / spin down) in eV: 2.2 / 2.0
Energy above the lowest of the compared OMol25 structures with the same formula, charge and spin in eV: 0.311
Charge: -1
E_tot in eV: -67102.22058
Orbital gap (spin up / spin down) in Ha: 0.294 / 0.287


Q: The lowest charge belongs to which entry?
A: C22H40N4O8RuSSi


Q: Which of these has the lowest E_tot?
A: H26KrO13